Entry from the OMol25 dataset: C56H53F3N11O5S6Ti as an isolated structure (ωB97M-V/def2-TZVPD).

Computed properties:
E_tot	-6682.07369	Eh
LUMO level (alpha / beta)	-2.8 / -2.8	eV
energy above the lowest of the compared OMol25 structures with the same formula, charge and spin	0.0	kJ/mol
total charge	+1
max |F|	2.71	eV/A

Geometry as XYZ:
```
135
Properties=species:S:1:pos:R:3:forces:R:3
Ti 0.7477 -0.8716 0.2793 1.9876 1.2137 -1.3760
S -1.2063 -1.9546 -1.0221 -0.1316 0.0592 0.0648
C -1.0332 -3.6004 -1.1205 0.5287 -0.2624 0.2823
N -1.8471 -4.3676 -1.8355 -0.1827 0.0397 0.0269
C -1.4775 -5.7323 -2.1964 0.0573 -0.0520 0.0651
C -0.9518 -6.4192 -0.9683 -0.0775 0.0108 -0.1480
N 0.1491 -5.6360 -0.4293 0.1638 0.0414 0.0072
C 1.2960 -6.4195 0.0314 -0.0207 -0.0912 0.2525
C 2.0679 -6.9440 -1.1523 0.0421 -0.0482 0.0515
C 2.2387 -8.3103 -1.3262 -0.0280 0.0295 0.0320
C 2.9290 -8.7975 -2.4259 0.0273 -0.0550 -0.0289
C 3.4481 -7.9177 -3.3594 0.0441 -0.0396 -0.0633
C 3.2810 -6.5503 -3.1908 0.0167 0.0462 -0.0227
C 2.5954 -6.0626 -2.0925 -0.0049 0.0080 0.0004
C 0.1418 -4.3057 -0.4072 -0.5782 0.2718 -0.1993
S 1.3088 -3.4212 0.3559 0.1520 0.0229 0.1445
C -3.0736 -3.8558 -2.4555 -0.0567 0.0288 0.0294
C -2.9480 -3.7700 -3.9514 -0.0605 0.0046 -0.0180
C -2.1444 -2.7920 -4.5276 0.0397 0.0167 -0.0451
C -2.0086 -2.7271 -5.9036 0.0194 0.0359 0.0023
C -2.6718 -3.6372 -6.7141 0.0141 0.0154 -0.0676
C -3.4754 -4.6101 -6.1454 -0.0289 -0.0301 -0.0879
C -3.6117 -4.6746 -4.7682 -0.0199 -0.0022 0.0620
H -0.7183 -5.7107 -2.9845 -0.0259 -0.0389 0.0115
H -2.3605 -6.2296 -2.5928 0.0062 -0.0260 0.0642
H -0.5684 -7.4081 -1.2155 -0.0080 0.0254 -0.0494
H -1.7317 -6.5252 -0.2080 -0.0111 -0.0127 -0.0194
H 0.9118 -7.2488 0.6296 0.0028 0.0197 -0.0065
H 1.9038 -5.7965 0.6844 -0.0098 -0.0231 -0.0745
H 1.8335 -8.9998 -0.5961 -0.0217 -0.0247 0.0388
H 3.0577 -9.8634 -2.5514 0.0084 -0.0339 -0.0090
H 3.9873 -8.2942 -4.2174 0.0136 -0.0148 -0.0268
H 3.6932 -5.8606 -3.9141 0.0156 0.0219 -0.0292
H 2.4799 -4.9935 -1.9621 -0.0148 0.0383 0.0203
H -3.2884 -2.8838 -2.0155 -0.0154 -0.0790 -0.0286
H -3.8741 -4.5478 -2.1803 0.0113 0.0333 -0.0276
H -1.6291 -2.0853 -3.8915 0.0580 0.0403 0.0314
H -1.3882 -1.9611 -6.3476 0.0343 0.0204 -0.0226
H -2.5647 -3.5836 -7.7882 0.0032 0.0027 -0.0412
H -3.9999 -5.3172 -6.7724 -0.0138 -0.0238 -0.0262
H -4.2501 -5.4295 -4.3273 -0.0399 -0.0481 0.0388
N 1.4572 0.5673 1.8007 0.1622 -0.8905 -0.7299
S 1.2226 1.8393 2.4200 -0.2047 0.5717 0.5175
N -0.2893 2.5285 2.2985 0.0808 0.0766 -0.0168
S -0.7693 3.5785 1.2939 -0.1164 0.0963 0.0753
N -0.6079 3.4252 -0.2452 0.1220 -0.1250 -0.0001
S -0.8507 1.9421 -0.9332 -0.0282 0.0986 -0.1828
N -0.1725 0.7829 -0.4067 -0.6235 -0.0878 0.1165
C -2.6405 1.8068 -0.9191 0.1855 -0.0064 0.0166
C -3.1698 0.9422 0.0220 0.0759 -0.1508 0.1509
C -4.5493 0.8342 0.1332 0.0446 -0.0078 0.0072
C -5.3729 1.5775 -0.6969 0.0140 0.0286 -0.0348
C -4.8253 2.4396 -1.6396 0.0431 -0.0086 0.0084
C -3.4500 2.5650 -1.7492 0.0054 0.0351 -0.1126
C -0.4240 2.3127 -2.6248 -0.0573 -0.1795 0.1381
C -0.5108 1.2202 -3.4776 0.0187 -0.1259 0.0324
C -0.1072 1.3535 -4.7944 -0.0099 0.0458 0.1090
C 0.3892 2.5694 -5.2441 -0.0038 0.0243 0.0113
C 0.4832 3.6487 -4.3790 0.0050 0.0144 -0.0077
C 0.0777 3.5232 -3.0577 -0.0446 0.2669 0.0842
C -2.4896 3.7572 1.7353 0.0887 -0.0032 0.0663
C -3.2433 4.6767 1.0199 0.0533 0.0374 -0.0323
C -4.5774 4.8440 1.3466 0.0148 -0.0250 0.0103
C -5.1403 4.0951 2.3728 0.0446 -0.0068 -0.0114
C -4.3759 3.1720 3.0702 0.0066 0.0298 -0.0232
C -3.0370 2.9947 2.7547 0.0880 -0.0330 0.0281
C -0.0730 5.1914 1.6034 -0.1313 0.0198 -0.0042
C -0.2507 5.7074 2.8826 -0.0386 -0.0783 -0.0553
C 0.2947 6.9393 3.1910 0.0328 0.0162 -0.0771
C 1.0110 7.6398 2.2267 -0.0226 -0.0489 -0.0243
C 1.1855 7.1080 0.9580 -0.0325 0.0567 0.0692
C 0.6402 5.8749 0.6349 -0.0663 -0.1137 -0.0458
C 2.3210 3.1703 1.9115 -0.0257 -0.1743 -0.0001
C 2.8045 4.1309 2.7876 -0.0520 0.0273 0.1724
C 3.6603 5.1098 2.3067 -0.0121 -0.0346 0.0253
C 4.0241 5.1199 0.9669 0.0090 -0.0334 0.0120
C 3.5315 4.1527 0.1041 -0.0050 -0.0542 0.0174
C 2.6770 3.1635 0.5726 0.0598 -0.0479 -0.1000
C 1.3678 1.7999 4.1985 0.1646 0.1191 -0.1383
C 0.4569 2.3986 5.0468 -0.1424 0.1225 -0.0331
C 0.6297 2.2793 6.4151 -0.0441 0.0275 0.0809
C 1.7086 1.5734 6.9223 0.0380 -0.0291 0.0082
C 2.6197 0.9756 6.0631 -0.0615 0.0309 -0.1438
C 2.4508 1.0846 4.6903 0.0217 -0.0447 0.0513
H -2.5044 0.3734 0.6663 -0.0412 -0.0090 -0.0474
H -4.9764 0.1674 0.8690 -0.0043 -0.0315 0.0350
H -6.4468 1.4857 -0.6128 -0.0412 -0.0015 -0.0026
H -5.4711 3.0138 -2.2876 -0.0284 0.0384 -0.0479
H -3.0118 3.2344 -2.4772 0.0128 0.0392 -0.0491
H -0.8547 0.2668 -3.0965 -0.0051 -0.0414 0.0040
H -0.1567 0.5060 -5.4622 -0.0180 -0.0449 -0.0226
H 0.7135 2.6725 -6.2704 0.0108 0.0070 -0.0216
H 0.8785 4.5918 -4.7299 0.0093 0.0202 -0.0013
H 0.1503 4.3560 -2.3723 0.0000 -0.0023 -0.0150
H -2.7919 5.2476 0.2196 0.0150 0.0402 -0.0435
H -5.1791 5.5571 0.8017 -0.0119 0.0264 -0.0293
H -6.1822 4.2312 2.6253 -0.0490 0.0062 0.0138
H -4.8190 2.5837 3.8606 -0.0106 -0.0291 0.0351
H -2.4270 2.2669 3.2710 0.0198 -0.0343 0.0302
H -0.8081 5.1531 3.6246 -0.0508 -0.0464 0.0576
H 0.1619 7.3545 4.1794 -0.0121 0.0106 0.0425
H 1.4360 8.6036 2.4691 0.0173 0.0342 0.0077
H 1.7526 7.6500 0.2148 0.0229 0.0199 -0.0315
H 0.7810 5.4360 -0.3411 -0.0119 0.0039 -0.0281
H 2.5266 4.1152 3.8345 0.0011 -0.0155 -0.0179
H 4.0509 5.8573 2.9827 0.0112 0.0326 0.0298
H 4.7004 5.8795 0.6002 0.0305 0.0371 -0.0217
H 3.8191 4.1496 -0.9379 0.0224 -0.0013 -0.0691
H 2.3240 2.3870 -0.0994 0.0111 -0.0824 -0.0123
H -0.3950 2.9258 4.6438 -0.0049 0.0126 0.0056
H -0.0889 2.7294 7.0865 -0.0088 0.0060 0.0123
H 1.8343 1.4788 7.9917 0.0078 -0.0065 0.0383
H 3.4531 0.4123 6.4565 0.0395 -0.0279 0.0027
H 3.1394 0.5970 4.0137 0.0345 0.0008 -0.0017
N 4.0133 -1.4493 2.5465 -0.1056 -0.1242 -0.0138
N 4.7558 -0.7453 1.5906 -0.1576 0.0420 -0.2711
C 4.2649 -0.4556 0.3509 -0.0552 -0.0062 0.4782
N 5.0766 0.2273 -0.5048 -0.1824 -0.0758 0.0351
N 3.0558 -0.8537 0.0736 0.5044 -0.3878 0.0032
N 2.3396 -0.2280 -0.9358 -1.3528 -0.1460 0.9712
O 2.6930 0.8177 -1.5788 0.2425 0.3324 -0.0433
O 1.5467 -1.1388 -1.4966 -0.3457 -0.2796 -0.3577
H 3.8656 -2.4113 2.2403 0.0481 0.1164 -0.0099
H 3.0814 -1.0362 2.5936 0.1281 -0.0005 0.0440
H 5.7471 -0.7063 1.7507 -0.0199 -0.0026 0.0044
H 5.8053 0.7705 -0.0690 -0.0372 0.0372 -0.0246
H 4.5299 0.6961 -1.2319 0.0688 -0.0092 0.0146
F -2.4945 -2.7546 3.6372 0.0097 0.0632 -0.0455
C -1.2009 -3.0791 3.5755 0.0935 0.0584 -0.0312
F -0.8447 -3.6118 4.7435 0.0211 0.0959 -0.0664
F -1.0609 -4.0248 2.6292 0.0118 0.0940 0.0441
S -0.1532 -1.5937 3.1869 -0.5514 -0.3279 0.3238
O -0.5407 -0.6094 4.1465 -0.1390 0.1641 0.2061
O 1.1863 -2.0975 3.2136 0.5612 -0.2242 0.0952
O -0.6097 -1.2990 1.8090 -0.2630 0.0423 -0.0516
```
Forces are in eV/Å.